{"formula": "C29H21BrN2OS2V", "method": "the ωB97M-V functional and the def2-TZVPD basis", "species": ["Br", "V", "S", "S", "O", "N", "N", "C", "C", "C", "C", "C", "C", "C", "C", "C", "C", "C", "C", "C", "C", "C", "C", "C", "C", "C", "C", "C", "C", "C", "C", "C", "C", "C", "C", "C", "H", "H", "H", "H", "H", "H", "H", "H", "H", "H", "H", "H", "H", "H", "H", "H", "H", "H", "H", "H", "H"], "xyz": [[-3.106, 4.127, 5.033], [0.392, -0.331, 0.347], [0.511, -0.139, -1.938], [-1.776, -0.003, -0.033], [-0.132, -0.133, 2.065], [0.961, 1.690, 0.609], [2.612, -0.178, -0.014], [-1.731, 0.448, 3.712], [-3.463, 0.089, -2.194], [-2.409, 1.448, 4.383], [-2.612, 0.088, -4.451], [-2.396, -3.902, 1.570], [4.229, 1.371, -0.992], [-3.000, -4.219, 0.361], [-2.150, 0.023, -1.725], [-3.683, 0.117, -3.556], [-2.170, 2.790, 4.091], [-0.580, 2.151, 2.412], [0.432, 2.502, 1.456], [-1.082, -0.018, -2.617], [2.075, 2.124, -0.147], [-1.311, 0.025, -3.993], [-2.338, -3.961, -0.834], [0.821, -2.321, 0.400], [-1.253, 3.149, 3.128], [5.154, 0.312, -1.111], [-0.486, -3.020, 0.391], [4.480, 2.693, -1.430], [2.323, 3.390, -0.595], [-1.146, -3.304, 1.586], [3.539, 3.667, -1.256], [-0.822, 0.804, 2.724], [-1.089, -3.368, -0.821], [3.520, -1.127, -0.121], [2.992, 1.083, -0.392], [4.808, -0.923, -0.641], [-2.900, -4.123, 2.502], [-1.063, 4.194, 2.920], [-0.580, -3.153, -1.754], [-1.905, -0.595, 3.933], [1.599, 4.182, -0.460], [-4.696, 0.165, -3.934], [-2.800, -4.222, -1.777], [6.123, 0.491, -1.559], [-3.978, -4.680, 0.350], [-3.131, 1.192, 5.147], [-4.291, 0.114, -1.499], [1.353, -2.423, 1.351], [1.444, -2.594, -0.444], [0.801, 3.526, 1.500], [5.423, 2.917, -1.911], [5.488, -1.760, -0.687], [3.244, -2.120, 0.204], [-0.678, -3.045, 2.529], [-0.481, 0.001, -4.686], [3.724, 4.671, -1.612], [-2.804, 0.113, -5.516]], "nbo_charge": [0.1108, 0.9264, 0.0791, 0.1950, -0.6149, -0.4580, -0.4771, -0.2223, -0.1896, -0.1639, -0.1906, -0.1991, -0.1036, -0.1960, -0.2566, -0.1956, -0.1096, -0.1212, 0.2105, -0.1106, 0.1012, -0.2349, -0.1877, -0.6395, -0.1731, -0.0776, 0.0283, -0.1539, -0.1842, -0.2212, -0.1853, 0.3273, -0.2228, 0.1166, 0.2347, -0.2479, 0.2220, 0.2360, 0.2188, 0.2441, 0.2314, 0.2287, 0.2234, 0.2380, 0.2243, 0.2450, 0.2313, 0.2210, 0.2352, 0.2036, 0.2324, 0.2446, 0.2191, 0.2120, 0.2299, 0.2377, 0.2283], "homo_lumo_gap_ha": 0.2300, "e_homo_ev": -10.52, "de_lowest_kj_mol": 0.0, "charge": 1}

***

{"formula": "C6H11N2", "method": "the ωB97M-V functional and the def2-TZVPD basis", "species": ["N", "N", "C", "C", "C", "C", "C", "C", "H", "H", "H", "H", "H", "H", "H", "H", "H", "H", "H"], "xyz": [[-1.362, -0.080, -2.007], [-2.347, 1.924, -0.559], [-0.350, -0.759, -1.100], [-1.733, 0.912, -0.708], [1.073, -0.690, -1.545], [-0.238, 0.541, 1.307], [0.981, 0.211, 3.297], [-0.707, 0.245, 0.040], [-2.969, 2.462, -1.088], [0.769, 1.242, 3.653], [1.799, -1.264, -0.854], [1.905, -0.050, 2.773], [0.448, -0.476, 3.971], [-0.696, 0.416, -2.649], [1.393, 0.294, -1.451], [-2.216, -0.627, -2.428], [-0.839, 1.407, 1.750], [1.276, -1.320, -2.487], [-0.631, -1.865, -0.852]], "nbo_charge": [-0.6554, -0.5501, -0.0675, 0.4838, -0.6744, -0.1024, -0.3287, -0.2865, 0.4175, 0.2142, 0.2707, 0.2254, 0.2190, 0.4457, 0.2305, 0.4668, 0.1966, 0.2512, 0.2434], "homo_lumo_gap_ha": [0.3478, 0.3477], "e_homo_ev": [-13.55, -13.55], "de_lowest_kj_mol": 683.8, "charge": 1}

***

{"formula": "C15H19N2O2S2Se3SnTe", "method": "the ωB97M-V functional and the def2-TZVPD basis", "species": ["Te", "Sn", "Se", "Se", "Se", "S", "S", "O", "O", "N", "N", "C", "C", "C", "C", "C", "C", "C", "C", "C", "C", "C", "C", "C", "C", "C", "H", "H", "H", "H", "H", "H", "H", "H", "H", "H", "H", "H", "H", "H", "H", "H", "H", "H", "H"], "xyz": [[-5.037, 1.232, -0.581], [-1.720, -0.763, 0.074], [-5.583, -0.842, 0.668], [-2.661, 1.662, 0.262], [-4.419, -2.506, -0.456], [1.285, -0.425, -2.072], [3.324, -0.308, 0.099], [2.690, 0.120, 3.827], [-1.171, -0.524, 2.295], [0.683, -0.094, 0.496], [1.048, 0.005, 1.818], [-0.666, -1.275, -4.213], [0.298, -0.083, 4.097], [1.598, 0.046, 4.612], [1.632, -0.216, -0.335], [-0.703, 1.192, -4.591], [-0.192, 0.337, -2.277], [0.702, 0.068, 6.851], [-2.480, 0.106, -3.212], [3.925, -0.235, -1.630], [1.786, 0.106, 5.995], [-0.595, -0.035, 6.349], [-0.984, 0.081, -3.572], [2.871, 0.429, -2.494], [-0.780, -0.117, 4.981], [0.007, -0.216, 2.639], [0.348, -1.308, -4.633], [0.868, 0.121, 7.922], [0.361, 1.228, -4.851], [4.858, 0.323, -1.609], [-2.743, -0.719, -2.543], [-1.446, -0.055, 7.019], [3.037, 0.279, -3.561], [-0.165, 1.371, -1.931], [-1.772, -0.215, 4.556], [2.355, 0.109, 2.894], [-0.986, 2.165, -4.180], [-3.093, 0.019, -4.118], [-0.763, -2.084, -3.481], [-1.370, -1.472, -5.026], [-2.744, 1.035, -2.701], [4.131, -1.249, -1.971], [2.802, 0.189, 6.365], [-1.276, 1.032, -5.513], [2.739, 1.487, -2.267]], "nbo_charge": [0.1701, 1.0955, -0.1875, -0.7014, -0.6186, 0.8687, 0.2874, -0.7108, -0.7571, -0.3189, -0.5299, -0.6136, -0.2423, 0.4302, -0.1286, -0.5989, -0.7259, -0.1792, -0.6126, -0.5395, -0.3142, -0.2746, -0.0870, -0.6006, -0.1326, 0.6335, 0.1905, 0.2020, 0.1893, 0.2330, 0.2316, 0.2079, 0.2294, 0.2306, 0.2406, 0.5040, 0.2099, 0.2014, 0.2219, 0.2119, 0.2273, 0.2176, 0.2128, 0.1999, 0.2268], "homo_lumo_gap_ha": 0.1938, "e_homo_ev": -3.36, "de_lowest_kj_mol": 4.7, "charge": -1}

***

{"formula": "C4H5NO2", "method": "the ωB97M-V functional and the def2-TZVPD basis", "species": ["O", "O", "N", "C", "C", "C", "C", "H", "H", "H", "H", "H"], "xyz": [[2.218, -1.358, -0.078], [0.735, 1.661, 0.694], [0.052, -0.993, 0.672], [-0.975, -0.067, 0.958], [1.003, 0.738, -0.457], [-0.271, 1.033, 0.178], [1.238, -0.664, 0.098], [-1.359, -0.437, -1.810], [-1.049, 0.269, 1.996], [-1.946, -0.375, 0.564], [1.391, 1.206, -1.353], [-1.037, -1.013, -1.464]], "nbo_charge": [-0.5834, -0.3447, -0.4455, -0.2710, -0.0707, 0.4568, 0.5623, -0.0257, 0.2345, 0.2322, 0.2364, 0.0187], "homo_lumo_gap_ha": [0.2827, 0.2827], "e_homo_ev": [-9.42, -9.42], "de_lowest_kj_mol": 599.1, "charge": 0}